Here is a structure of composition C28H30Cl5KN7O9S in a non-equilibrium geometry from the OMol25 dataset. Energies are from ωB97M-V with the def2-TZVPD basis set.

Properties
E_tot: -5444.54250 hartree
Charge: -1
HOMO energy: -0.181 Eh
LUMO energy: 1.5 eV
Molecular weight: 857.0 g mol⁻¹
ΔE to the lowest compared entry with this formula, charge and spin: 14.4 kJ/mol

```
81
Properties=species:S:1:pos:R:3:forces:R:3
Cl -1.04101 -2.86213 -2.36640 0.11 -0.34 -0.10
O 2.97462 0.83792 0.30540 0.06 0.09 -0.34
H -6.26744 1.38926 4.16629 0.00 0.00 -0.01
H -2.93283 -0.60571 -2.92685 0.00 0.01 0.01
O -2.43441 5.02483 -0.94428 0.10 0.05 0.17
H 0.68592 2.41412 -1.63709 -0.11 -0.08 0.00
N 0.73474 -1.80310 0.65957 -0.08 -0.22 0.69
O 1.83894 -3.21252 -2.61003 -0.06 -1.60 -0.64
H -0.12241 -2.80872 4.25276 -0.05 -0.03 0.04
H -4.12841 0.07865 -1.80107 0.00 0.04 0.00
C 6.61609 2.69257 -0.52479 0.30 0.21 0.50
H -3.71151 3.67994 0.48323 -0.10 -0.02 -0.08
N -0.85292 0.94772 -1.88480 -0.15 0.30 0.00
K 1.64090 -1.16396 -1.64121 -0.65 -0.23 0.14
H 1.08125 0.02453 4.20195 0.03 -0.02 0.03
C -2.17354 1.03353 -1.80520 0.02 -0.22 0.12
H 0.56181 -4.60336 2.61245 -0.01 0.00 0.00
H -1.65847 0.79907 3.10938 0.00 0.03 0.02
C -5.54384 2.20482 2.30992 -0.17 0.12 0.39
C 5.08510 1.65127 -2.53379 0.01 0.05 -0.01
C -3.96523 2.78555 -1.48225 0.33 -0.12 0.24
H -6.47184 0.29947 2.78855 0.02 0.05 -0.02
O -3.50593 1.02968 1.21852 -0.21 -0.04 -0.14
C 0.05545 -0.22153 3.88878 0.13 -0.13 -0.11
Cl -1.13950 -8.23953 -3.24192 0.06 0.11 0.02
H -0.83085 -3.66806 2.04610 0.02 -0.02 0.00
H -4.87316 0.52235 3.50793 -0.01 0.06 -0.04
O -0.27746 4.94527 -0.99463 0.12 0.02 0.16
H -2.79250 -0.88363 -1.19186 0.02 0.04 -0.02
N -2.58538 2.29811 -1.52044 -0.28 0.00 -0.17
C -4.44709 3.09119 -0.06672 0.00 0.38 -0.14
H 1.52257 -2.58883 3.65640 0.04 0.02 0.02
C 1.85162 -5.56246 -2.94138 0.00 -0.09 -0.03
C -0.25756 -6.75815 -3.04078 0.05 -0.04 -0.02
H 0.75626 -3.83259 0.19011 -0.01 0.03 -0.03
C 7.12869 2.70412 -1.80615 0.02 -0.02 -0.22
H 6.72370 2.15666 -3.83497 -0.04 0.00 0.05
H -0.58745 1.81969 4.09838 0.02 -0.02 -0.01
C -3.07667 -0.14900 -1.94742 0.18 0.10 0.01
N 0.08523 0.33488 1.15388 0.00 -0.20 0.01
H -4.86223 2.93908 2.74733 -0.07 -0.05 0.03
C 6.34674 2.16703 -2.81875 -0.03 -0.01 0.02
C -0.61655 1.02272 3.35160 -0.12 0.03 0.02
Cl 3.58664 -5.54258 -2.99028 -0.22 -0.02 -0.01
C -5.80378 1.02724 3.24915 -0.03 0.07 0.02
C 4.59711 1.64489 -1.23207 0.08 0.04 0.13
H 1.13373 1.74927 2.32261 0.01 0.01 0.00
H -0.46488 -0.60561 4.76796 -0.06 -0.03 0.02
H -5.39437 3.63446 -0.10713 0.07 0.03 -0.05
O 8.52329 3.74922 0.28447 0.13 0.03 -0.04
H 0.56868 0.53509 0.28651 0.02 -0.04 0.17
N -1.36710 4.42332 -1.07681 -0.16 -0.29 -0.59
H 5.01468 2.15175 0.80323 -0.01 0.00 -0.02
N 7.44531 3.27086 0.57783 -0.39 -0.18 -0.41
C 0.10512 1.44337 2.09132 0.09 -0.08 -0.10
Cl -2.65956 -5.53718 -2.73442 0.15 -0.02 -0.01
H 2.07931 -3.31491 1.21422 0.02 0.01 -0.03
H 4.45289 1.25054 -3.31616 0.02 0.01 0.01
O 2.42644 0.94942 -1.86841 0.93 1.68 0.12
C 5.37941 2.16954 -0.21338 -0.02 -0.09 0.11
C -1.41676 3.03702 -1.41010 -0.28 0.66 0.31
O -5.74591 0.85661 0.10112 0.19 0.01 0.08
S -4.76779 1.62317 0.84506 0.17 -0.67 -0.14
C 3.21617 1.09440 -0.89069 -0.24 0.23 -0.14
C -0.21810 -4.37076 -2.67118 -0.13 0.02 0.01
H -6.46470 2.70125 1.99632 0.02 -0.03 0.09
H -4.02824 3.69514 -2.06283 0.02 0.12 -0.09
C 0.23790 -3.61719 2.27284 -0.11 -0.07 0.02
O 6.99362 3.23873 1.70224 0.00 0.00 0.08
C -0.92448 -5.55329 -2.82338 -0.06 0.15 0.04
C 1.21009 -4.29893 -2.73837 0.15 0.21 0.03
Cl 1.99199 -8.23407 -3.34739 -0.07 0.12 0.02
C 1.14028 -6.74200 -3.09198 0.07 -0.01 0.01
C -0.37497 2.19871 -1.63780 0.44 -0.52 -0.14
H 8.10644 3.12546 -1.99327 -0.05 -0.03 0.00
C 1.00430 -3.18711 1.03623 -0.10 0.20 -0.02
C 0.35018 -0.96686 1.55445 -0.18 0.08 0.04
H -0.39338 2.29402 1.62115 -0.02 -0.01 -0.02
N 0.06074 -1.27468 2.88264 0.05 0.09 -0.05
C 0.46390 -2.58764 3.35910 0.04 0.16 -0.03
H -4.59765 2.03859 -1.94854 -0.05 -0.10 0.01
```
Positions in Å, forces in eV/Å.

From a Mulliken analysis of the wavefunction, the atomic charges in e read: 0.1632, -0.7032, 0.3984, 0.3706, -0.6909, 0.5641, 0.1699, -0.8271, 0.3851, 0.4005, -0.0112, 0.5272, -0.2542, 0.8811, 0.2934, 0.8303, 0.4169, -0.0401, -0.5645, -0.4393, -1.4609, 0.3289, -0.5080, -0.8603, -0.2285, 0.2697, 0.2592, -0.6577, 0.1057, 0.3792, -0.8210, 0.3119, 0.3637, 0.2967, 0.0786, -0.4825, 0.3776, 0.4298, -1.1739, 1.0257, 0.3491, -0.5918, -0.2200, -0.2058, -1.1657, 0.0558, 0.2526, 0.4159, 0.6391, -0.6454, -0.6885, 1.0838, 0.6390, 1.0499, -0.5912, -0.2216, 0.2433, 0.4423, -0.8732, -0.1896, -0.2132, -0.6947, 1.1904, 0.5764, -0.1502, 0.4031, 0.3570, -0.7143, -0.6144, 0.0976, -0.2085, -0.2102, 0.0850, -0.6969, 0.4662, -0.5829, -0.2705, 0.2461, 0.2813, -0.6951, 0.6656